1.
The following is a DFT calculation (ωB97M-V with the def2-TZVPD basis set) of a structure of composition C48H41Br2CaN13O6S2 in a non-equilibrium geometry.

```
113
Properties=species:S:1:pos:R:3:forces:R:3
Ca -0.794 -1.381 0.142 -0.017 1.423 -2.716
C 3.057 -1.142 -4.607 0.057 -0.002 -0.112
N 1.977 -1.000 -3.644 0.235 0.254 0.434
C 1.966 -0.813 -2.309 0.104 -0.036 -0.110
N 0.730 -0.801 -1.863 -0.320 -0.144 -0.485
C -0.003 -1.015 -2.982 1.474 -2.482 -1.215
N 0.711 -1.138 -4.080 -0.263 -0.285 -0.079
C 4.385 -0.633 -4.119 0.020 -0.089 -0.013
C 5.552 -1.316 -4.448 0.029 0.033 0.038
C 6.789 -0.849 -4.026 -0.001 0.026 0.003
C 6.875 0.286 -3.233 -0.064 0.039 -0.085
C 5.709 0.961 -2.895 0.032 -0.077 -0.012
C 4.477 0.520 -3.359 0.019 0.061 -0.027
C 5.712 2.061 -1.933 0.343 0.483 0.117
N 6.376 3.167 -1.875 -0.009 -0.375 -0.409
N 5.981 3.801 -0.717 -0.267 0.118 0.537
C 5.110 3.032 -0.146 0.489 0.312 -0.372
O 4.894 1.913 -0.870 -0.323 -0.275 0.035
C 4.407 3.139 1.122 -0.096 -0.202 0.217
C 4.118 4.355 1.727 0.033 -0.054 -0.125
C 3.388 4.359 2.904 0.005 0.062 0.067
C 2.950 3.169 3.472 -0.018 -0.050 0.025
C 3.262 1.951 2.886 -0.047 -0.098 -0.156
C 2.786 0.644 3.474 -0.055 0.182 0.082
N 2.351 -0.292 2.452 0.071 -0.122 -0.383
C 1.709 -0.057 1.304 0.421 0.064 -0.017
N 1.361 -1.202 0.743 1.359 -0.125 0.950
C 1.814 -2.132 1.627 0.318 0.178 0.138
N 2.428 -1.620 2.664 0.155 -0.242 0.234
C 4.002 1.947 1.715 0.002 0.142 0.031
H 2.745 -0.600 -5.503 -0.028 -0.004 0.037
H 3.143 -2.194 -4.885 -0.017 0.013 0.029
H 2.845 -0.684 -1.701 0.020 -0.048 -0.029
H -1.078 -1.089 -2.993 1.553 -1.646 -0.395
H 5.493 -2.224 -5.034 -0.007 -0.012 -0.002
H 7.688 -1.391 -4.288 0.001 0.000 -0.013
H 7.826 0.643 -2.861 0.012 -0.015 0.002
H 3.587 1.080 -3.102 0.013 0.001 0.024
H 4.447 5.274 1.261 -0.027 0.027 0.005
H 3.142 5.301 3.376 0.004 0.001 0.014
H 2.352 3.189 4.376 -0.033 0.006 -0.008
H 1.948 0.834 4.145 0.011 -0.075 0.018
H 3.578 0.141 4.030 -0.020 0.005 -0.012
H 1.531 0.923 0.888 -0.090 0.094 0.085
H 1.713 -3.193 1.472 -0.060 -0.025 0.095
H 4.248 1.008 1.240 0.000 -0.001 -0.011
Br -3.490 2.120 -6.248 0.075 -0.053 0.169
C -2.766 1.373 -4.662 -0.173 -0.097 -0.149
C -1.486 1.699 -4.260 0.104 -0.007 0.284
C -1.017 1.106 -3.096 -0.573 1.554 -0.246
N -1.729 0.253 -2.368 -2.415 2.319 1.209
C -2.958 -0.068 -2.772 -0.177 0.687 0.047
C -3.521 0.483 -3.923 0.032 -0.060 -0.167
C -3.696 -1.062 -1.954 -0.272 -0.152 0.050
C -5.062 -1.261 -2.125 0.060 0.001 -0.009
C -5.694 -2.200 -1.331 -0.069 0.004 0.013
Br -7.549 -2.509 -1.546 0.112 0.040 0.035
C -4.974 -2.907 -0.391 0.014 0.036 -0.012
C -3.615 -2.642 -0.308 -0.347 -0.239 -0.041
N -2.986 -1.754 -1.064 -0.120 0.058 -0.214
H -0.875 2.389 -4.823 0.026 0.007 0.035
H -0.034 1.349 -2.718 -0.063 0.118 0.013
H -4.510 0.214 -4.259 0.007 -0.033 -0.012
H -5.638 -0.692 -2.836 0.014 0.013 -0.004
H -5.439 -3.631 0.261 0.007 -0.027 -0.021
H -3.007 -3.172 0.409 -0.026 -0.030 0.060
C -0.464 -5.406 -1.768 -0.014 0.220 0.015
C -0.676 -4.420 -0.635 0.070 -0.461 -0.291
O -0.518 -3.219 -0.892 0.239 -1.742 -0.675
C -1.015 -4.926 0.677 -0.032 0.417 0.332
C -1.134 -6.313 0.925 0.041 0.002 -0.029
C -1.365 -6.804 2.180 0.015 -0.152 -0.001
C -1.437 -5.912 3.267 0.005 0.048 -0.117
C -1.354 -4.563 3.070 0.024 0.125 0.080
C -1.203 -4.000 1.767 -0.076 -0.519 0.053
O -1.272 -2.737 1.608 -0.287 -1.334 1.206
H -0.207 -4.845 -2.664 -0.014 -0.004 0.003
H -1.371 -5.983 -1.951 0.021 -0.055 0.005
H 0.345 -6.096 -1.531 -0.031 -0.055 0.002
H -1.036 -7.010 0.103 -0.008 0.014 -0.021
H -1.476 -7.867 2.342 0.056 -0.007 -0.013
H -1.561 -6.306 4.268 -0.030 0.031 0.017
H -1.407 -3.859 3.891 -0.045 -0.015 0.009
C -3.110 3.963 -0.169 -0.007 -0.025 -0.066
N -1.905 3.158 -0.245 -0.248 -0.191 0.323
C -0.677 3.466 0.189 0.245 0.446 -0.278
S 0.694 2.800 -0.522 0.290 -0.208 -0.139
N -0.522 4.427 1.127 -0.212 -0.029 0.196
C -1.434 4.666 2.238 -0.009 -0.028 -0.010
H -3.515 4.081 -1.176 -0.013 0.011 0.032
H -2.885 4.950 0.225 0.009 -0.022 -0.075
H -3.872 3.490 0.452 -0.026 -0.004 0.059
H -1.969 2.293 -0.758 0.085 -0.017 -0.103
H 0.451 4.587 1.330 0.056 -0.034 -0.052
H -1.808 5.692 2.225 -0.030 -0.044 0.051
H -0.913 4.483 3.178 0.006 0.004 0.001
H -2.275 3.979 2.194 0.027 -0.030 0.058
O -3.787 0.454 0.469 0.097 0.129 0.023
C -2.992 0.509 1.400 -0.772 0.427 -0.141
N -1.671 0.247 1.320 -0.126 1.081 1.479
S -0.926 0.488 2.744 -0.460 1.094 0.875
O -0.299 -0.680 3.289 -0.156 -0.259 -0.025
O -0.080 1.663 2.687 -0.056 0.118 -0.029
C -2.379 0.954 3.667 -0.086 -0.087 -0.524
C -2.531 1.379 4.970 0.198 -0.001 0.137
C -3.782 1.849 5.352 0.068 -0.109 -0.036
C -4.843 1.854 4.451 -0.094 -0.005 -0.003
C -4.682 1.387 3.153 -0.007 0.044 -0.012
C -3.425 0.955 2.768 0.017 -0.003 0.230
H -1.701 1.349 5.664 -0.010 0.064 0.017
H -3.936 2.206 6.362 0.010 -0.002 0.010
H -5.806 2.229 4.770 -0.013 -0.032 0.009
H -5.508 1.367 2.454 0.041 0.021 -0.052
```
Forces are in eV/Å.

Summary:
Highest occupied orbital energy = -7.67 eV
E = -9639.1715 Eh
Frontier orbital gap = 7.4 eV
Strongest force on any atom = 0.069 Eh/bohr
ΔE to the lowest compared entry with this formula, charge and spin = 3.744 eV



2.
The following is a DFT calculation (ωB97M-V with the def2-TZVPD basis set) of a cluster of 2 separate species, C31H41IO10PS in total in a non-equilibrium geometry.

```
85
Properties=species:S:1:pos:R:3:forces:R:3
C -0.601 -1.310 3.321 0.603 0.706 -0.053
C 0.218 -1.329 1.979 0.640 0.193 0.226
P 0.046 0.287 0.973 0.277 0.529 1.294
C -1.619 0.912 1.561 -0.768 -0.523 0.739
C 0.124 -0.237 -0.844 -0.219 -1.207 -0.445
C 1.666 -0.072 -1.265 -0.177 0.146 1.911
C 2.135 1.427 -1.366 -0.266 0.420 -1.182
C 3.223 1.786 -2.435 0.450 2.525 -0.163
C 3.346 3.385 -2.403 -0.670 -0.645 0.002
O 2.904 1.463 -3.788 -0.198 -0.266 0.464
O 2.342 -0.663 -0.119 0.644 0.529 -0.913
C 3.703 -0.517 -0.071 1.722 0.386 2.159
O 4.526 -0.752 -0.912 -1.231 0.031 -0.443
C 4.264 -0.102 1.343 0.004 -0.652 1.056
C 5.093 -1.141 1.978 -0.223 1.696 1.021
C 5.642 -0.925 3.305 -1.557 1.608 -1.372
C 5.334 0.342 3.961 -0.209 -0.472 -1.101
C 4.545 1.388 3.325 0.514 -1.885 -0.643
C 3.992 1.168 1.988 1.134 -1.445 1.273
O 2.047 -0.923 -2.364 -1.799 0.747 -0.493
S 0.897 -1.108 -3.507 1.079 -1.741 -3.795
O 0.215 -2.397 -3.459 0.073 1.563 1.790
O 1.570 -1.013 -4.806 -0.576 0.968 1.835
C -0.214 0.338 -3.323 -0.109 0.550 0.400
C -1.196 0.280 -4.532 -0.440 -1.043 -1.768
C -0.570 0.894 -5.860 0.429 0.835 1.934
O -0.047 1.964 -5.789 -0.184 -0.629 -0.599
I -0.627 -0.167 -7.756 -0.199 0.098 0.555
C -0.912 0.354 -1.864 -0.469 -0.243 -2.223
C -1.426 1.818 -1.599 -0.077 0.549 1.587
O -1.390 2.709 -2.717 0.412 0.024 0.366
C -1.064 4.047 -2.319 -0.085 0.419 -0.169
C -2.227 -0.555 -2.076 -0.161 -0.981 1.341
C -2.887 -1.066 -0.762 -1.841 -0.191 2.121
C -2.381 -2.189 0.028 -0.770 0.185 0.104
C -3.003 -2.697 1.235 -1.061 1.555 -0.475
C -4.204 -2.050 1.750 0.653 0.965 -1.971
C -4.754 -0.936 0.994 1.616 -0.823 -0.837
C -4.136 -0.447 -0.256 0.499 -1.005 1.247
C -4.888 0.727 -0.964 -0.269 -1.318 -0.265
H -1.707 -1.314 3.203 0.955 -0.384 0.147
H -0.260 -2.129 3.999 -0.641 0.575 -0.672
H -0.351 -0.344 3.852 -0.201 -0.946 -0.400
H 1.310 -1.337 2.270 -1.047 -0.027 -0.417
H 0.069 -2.237 1.343 -0.148 0.704 0.534
H -2.014 1.820 1.050 0.300 -0.891 0.161
H -2.380 0.089 1.657 0.550 1.059 -0.412
H -1.445 1.233 2.631 0.153 -0.311 -1.145
H -0.021 -1.360 -0.856 0.184 1.124 -0.094
H 2.474 1.867 -0.388 -0.457 -0.960 -0.774
H 1.226 2.043 -1.640 0.898 -0.613 0.268
H 4.256 1.418 -2.234 -1.066 -0.343 -0.015
H 2.365 3.767 -2.802 0.751 -0.148 0.369
H 3.450 3.780 -1.360 0.205 -0.234 -0.946
H 4.140 3.743 -3.105 -0.510 -0.355 0.835
H 2.338 2.154 -4.174 0.283 -0.270 0.264
H 5.305 -2.100 1.448 -0.342 1.039 0.398
H 6.252 -1.723 3.790 -0.624 0.916 -0.389
H 5.736 0.479 4.996 -0.514 0.085 -1.091
H 4.367 2.320 3.915 0.076 -0.881 -0.846
H 3.380 1.956 1.497 0.477 -0.824 0.494
H 0.443 1.236 -3.473 -0.507 -1.005 0.252
H -1.488 -0.773 -4.800 0.240 0.943 0.557
H -2.151 0.856 -4.379 1.155 -0.388 0.072
H -2.490 1.747 -1.241 0.980 0.033 -0.289
H -0.864 2.316 -0.753 -0.309 -0.767 -0.804
H -1.598 4.337 -1.373 0.348 -0.215 -0.878
H 0.040 4.189 -2.148 -0.877 -0.296 -0.122
H -1.378 4.718 -3.159 0.259 -0.580 0.804
H -3.030 0.040 -2.594 1.130 -0.542 0.305
H -1.992 -1.484 -2.672 -0.022 1.095 0.474
H -1.462 -2.726 -0.322 -0.987 0.546 0.236
H -2.585 -3.561 1.810 -0.255 0.974 -0.736
H -4.713 -2.373 2.685 0.697 0.188 -0.813
H -5.678 -0.424 1.361 0.937 -0.537 -0.390
H -5.969 0.663 -0.658 1.096 0.308 -0.169
H -4.483 1.743 -0.739 -0.326 -0.814 -0.231
H -4.893 0.512 -2.071 0.075 0.624 1.006
C -1.550 -4.453 6.488 0.376 -0.214 -0.149
C -2.573 -3.325 6.291 -0.135 0.032 0.079
O -2.416 -2.621 5.260 -0.249 0.028 0.051
O -3.445 -3.240 7.184 0.031 0.146 -0.223
H -0.818 -4.472 5.677 -0.029 0.016 0.009
H -1.018 -4.310 7.431 -0.103 -0.080 0.043
H -2.063 -5.417 6.516 0.002 0.030 0.131
```
Forces are in eV/Å.

Summary:
Highest occupied orbital energy = -4.36 eV
E = -2995.3879 Eh
Frontier orbital gap = 6.0 eV
Strongest force on any atom = 0.084 Eh/bohr
Charge = -1



3.
The following is a DFT calculation (ωB97M-V with the def2-TZVPD basis set) of an isolated molecule of C4H8O2.

```
14
Properties=species:S:1:pos:R:3:forces:R:3
C -1.676 -0.225 -0.502 -0.067 -0.012 -0.007
C -0.289 0.358 -0.267 0.037 -0.244 -0.212
O -0.309 1.352 0.748 -0.160 0.264 -0.038
C 0.702 -0.686 0.217 -0.006 -0.033 0.020
C 2.072 -0.102 0.494 0.234 -0.237 0.203
O 2.956 -0.727 1.029 -0.322 0.294 -0.243
H -2.375 0.550 -0.838 0.102 -0.086 0.042
H -1.658 -1.011 -1.265 0.041 0.118 0.103
H -2.063 -0.651 0.430 0.061 0.048 -0.122
H 0.089 0.793 -1.209 -0.062 -0.031 0.153
H -0.872 2.079 0.453 0.085 -0.086 0.111
H 0.814 -1.492 -0.521 -0.001 0.136 0.109
H 0.339 -1.146 1.145 0.062 0.059 -0.124
H 2.230 0.954 0.183 -0.003 -0.190 0.005
```
Forces are in eV/Å.

Summary:
Highest occupied orbital energy = -9.69 eV
E = -307.6735 Eh
Frontier orbital gap = 10.4 eV
SMILES = C[C@@H](O)CC=O
Strongest force on any atom = 0.010 Eh/bohr
ΔE to the lowest compared entry with this formula, charge and spin = 1.059 eV



4.
The following is a DFT calculation (ωB97M-V with the def2-TZVPD basis set) of a structure of composition C42H22BaF9N7O6S4 in a non-equilibrium geometry.

```
91
Properties=species:S:1:pos:R:3:forces:R:3
Ba -1.338 0.244 -0.379 3.025 -0.299 -2.407
O 0.065 0.240 1.665 0.650 -0.158 1.075
N 0.605 1.407 1.843 0.682 0.047 -0.039
C -0.036 2.355 2.547 -0.181 -0.046 0.189
C 0.511 3.603 2.724 0.181 -0.002 -0.141
C 1.710 3.909 2.104 -0.070 0.106 0.026
C 2.381 2.923 1.405 -0.012 -0.161 0.012
C 1.841 1.650 1.310 0.043 0.060 0.460
S 2.671 0.341 0.489 -0.466 -0.376 -0.140
H -1.023 2.067 2.875 0.027 -0.077 0.040
H -0.040 4.342 3.284 -0.056 0.003 -0.028
H 2.111 4.911 2.148 0.053 -0.014 0.044
H 3.333 3.116 0.932 0.032 -0.025 0.016
C -5.378 5.386 -4.293 0.077 -0.108 0.000
C -4.214 4.931 -3.456 0.023 0.107 -0.043
C -4.366 3.912 -2.518 0.038 -0.008 -0.016
C -3.291 3.475 -1.764 -0.074 -0.022 0.018
C -2.046 4.059 -1.950 0.234 0.030 0.166
C -1.878 5.081 -2.866 0.125 0.000 0.015
C -2.960 5.513 -3.618 -0.044 -0.094 0.037
S -0.671 3.494 -0.961 0.726 0.434 -0.488
O -1.178 3.379 0.386 -0.431 -0.393 -0.053
O 0.412 4.447 -1.123 -0.179 0.112 -0.150
N -0.316 2.033 -1.457 0.786 3.433 -0.864
C 0.467 1.766 -2.546 0.702 0.066 -1.058
C 1.017 2.718 -3.431 -0.147 -0.052 0.145
C 1.833 2.284 -4.453 -0.018 -0.119 -0.015
C 2.090 0.926 -4.606 0.017 0.164 -0.016
C 1.473 0.059 -3.723 0.051 -0.164 -0.041
N 0.688 0.456 -2.727 -0.114 0.285 0.168
H -6.315 5.302 -3.743 -0.017 0.018 -0.013
H -5.460 4.763 -5.186 -0.049 0.023 -0.016
H -5.246 6.420 -4.613 -0.039 0.010 -0.014
H -5.339 3.456 -2.382 0.004 -0.018 0.035
H -3.424 2.713 -1.004 -0.028 -0.018 -0.009
H -0.904 5.543 -2.961 -0.006 0.001 -0.043
H -2.827 6.309 -4.341 -0.023 0.029 0.001
H 0.809 3.765 -3.286 0.066 0.039 -0.023
H 2.266 3.005 -5.138 0.006 0.010 0.014
H 2.738 0.562 -5.390 -0.043 -0.080 -0.004
H 1.606 -1.014 -3.813 0.001 0.002 -0.002
F 7.346 -4.388 1.805 0.120 -0.039 0.016
C 6.242 -3.646 1.811 -0.301 0.081 -0.016
C 4.999 -4.244 1.943 0.191 0.040 0.009
F 4.916 -5.565 2.085 -0.025 -0.082 -0.008
C 3.864 -3.463 1.939 -0.191 0.282 0.000
F 2.684 -4.062 2.105 0.057 -0.094 -0.067
C 3.903 -2.070 1.811 0.298 -0.165 0.006
S 2.329 -1.265 1.839 -0.077 0.593 -0.240
C 5.172 -1.498 1.727 -0.378 -0.005 0.080
F 5.317 -0.174 1.694 0.159 0.049 0.024
C 6.319 -2.270 1.706 0.140 -0.105 -0.007
F 7.519 -1.688 1.615 0.027 0.059 -0.008
C -1.837 -3.317 6.088 -0.039 0.079 -0.081
C -2.241 -2.512 4.880 0.003 -0.020 0.030
C -1.587 -2.665 3.663 -0.014 0.018 0.015
C -1.997 -1.961 2.540 -0.019 0.034 -0.168
C -3.065 -1.085 2.636 -0.060 0.078 -0.152
C -3.714 -0.903 3.848 -0.107 0.026 0.041
C -3.306 -1.617 4.963 0.088 0.006 -0.097
S -3.585 -0.100 1.238 -2.431 -0.657 1.667
O -3.243 -0.889 0.050 -2.783 -1.271 0.897
O -4.990 0.171 1.404 0.166 -0.038 0.040
O -2.743 1.099 1.314 -1.157 0.616 1.238
H -0.950 -3.914 5.883 0.016 -0.005 0.026
H -2.645 -3.993 6.376 0.030 -0.031 0.044
H -1.631 -2.664 6.937 0.025 -0.031 0.033
H -0.747 -3.344 3.584 -0.019 -0.033 -0.003
H -1.494 -2.107 1.589 0.008 -0.063 0.023
H -4.547 -0.213 3.888 -0.016 -0.023 0.055
H -3.819 -1.483 5.909 -0.027 0.000 -0.008
F -2.517 -1.284 -3.200 -0.070 0.014 0.066
C -2.417 -2.126 -4.258 0.180 -0.108 -0.134
C -3.437 -2.092 -5.184 -0.031 -0.096 -0.232
F -4.457 -1.247 -4.942 -0.004 0.052 0.039
C -3.446 -2.865 -6.356 0.232 -0.012 0.224
C -2.288 -3.646 -6.495 -0.229 0.187 0.081
C -1.275 -3.687 -5.559 -0.086 0.172 0.243
F -0.232 -4.499 -5.818 0.055 -0.091 0.005
C -1.294 -2.948 -4.372 -0.236 0.070 -0.210
C -0.265 -3.019 -3.341 0.154 -0.016 -0.092
C -0.395 -2.397 -2.111 0.093 -0.169 0.315
N -0.440 -1.907 -1.055 0.682 -1.994 -0.321
C 0.952 -3.713 -3.495 0.133 -0.030 0.011
N 1.978 -4.249 -3.558 0.006 0.036 0.001
F -2.145 -4.419 -7.588 0.049 -0.086 -0.014
C -4.529 -2.853 -7.310 -0.108 0.040 -0.109
C -5.758 -2.201 -7.089 -0.196 0.039 0.096
N -6.805 -1.713 -6.977 0.052 0.028 0.003
C -4.481 -3.502 -8.558 0.074 -0.060 -0.252
N -4.514 -3.990 -9.610 0.018 -0.021 0.056
```
Forces are in eV/Å.

Summary:
Highest occupied orbital energy = -1.33 eV
E = -4965.5204 Eh
Frontier orbital gap = 4.1 eV
Strongest force on any atom = 0.075 Eh/bohr
Charge = -2
ΔE to the lowest compared entry with this formula, charge and spin = 0.000 eV